1.
C37H27CrO6PS | ωB97M-V with the def2-TZVPD basis set

- Charge: -2
- 2S+1: 5
- Gap between HOMO and LUMO (alpha / beta): 3.5 / 5.8 eV
- Relative energy (zero: lowest compared OMol25 entry of this formula, charge and spin): 5.5 kcal per mole
- Lowest unoccupied orbital energy (alpha / beta): 0.1413 / 0.1413 hartree
- Highest occupied orbital energy (alpha / beta): 0.31 / -1.96 eV
- ⟨S²⟩: 6.185

Geometry (Å):
1 Cr 1.628341 1.245558 -0.836758
2 S -2.395362 -5.772398 -5.116590
3 P -0.811269 1.970632 0.678116
4 O 2.935316 2.780639 -0.227020
5 O 1.059109 2.586024 -2.361917
6 O 3.005989 1.771427 -3.021919
7 O 2.783819 -1.581110 -0.628118
8 O 2.549064 0.233074 0.625378
9 O -4.851088 -6.237388 -5.927373
10 C 0.911895 -0.975897 3.783188
11 C -4.764108 2.867867 0.847894
12 C 2.064674 2.553804 -3.102061
13 C 0.485949 -0.150845 -1.641126
14 C -0.680610 -2.065524 -3.013447
15 C -0.816735 -3.495735 -4.970082
16 C 0.489534 -1.415319 2.536746
17 C -0.072127 -1.009342 -2.310269
18 C 0.290495 1.270338 3.207468
19 C 5.759304 -2.576780 3.228246
20 C -3.412961 2.868767 0.580600
21 C -1.799387 -4.261834 -4.353391
22 C -2.240128 -3.919879 -3.078865
23 C -0.024966 -0.511936 1.628053
24 C -5.287461 1.978069 1.779275
25 C 1.119258 3.849335 0.968965
26 C -3.086415 1.095744 2.163788
27 C -4.143001 -3.950165 -6.276262
28 C -2.544393 2.004873 1.255885
29 C 5.700249 -1.204282 3.039694
30 C -4.004872 -5.365302 -5.786363
31 C 4.032154 -2.870930 1.588575
32 C -4.441629 1.090121 2.427057
33 C 0.920560 6.033299 1.994526
34 C -0.122333 0.839021 1.952172
35 C 3.018991 -0.924230 0.385954
36 C 3.941522 -1.491427 1.428858
37 C -0.256878 3.594745 1.286884
38 C 4.916910 -3.407854 2.502666
39 C 1.682513 5.097302 1.352197
40 C 1.801585 2.878801 0.239219
41 C -0.424525 5.776649 2.295473
42 C 0.809461 0.363591 4.118536
43 C -0.270358 -2.415996 -4.312922
44 C 4.786504 -0.660408 2.158239
45 C -1.698971 -2.836323 -2.425730
46 C -1.002004 4.560938 1.932338
47 H 2.078082 3.325499 -3.923843
48 H 6.383286 -0.554465 3.570348
49 H 1.149494 0.706579 5.089958
50 H -3.002254 -4.523382 -2.605044
51 H 6.478195 -2.995420 3.920088
52 H 0.600205 -2.457266 2.263455
53 H -2.047111 4.386329 2.161241
54 H -0.304504 -0.830600 0.633403
55 H -2.434354 0.404919 2.677298
56 H 1.352162 6.992022 2.260780
57 H -3.850395 -3.920366 -7.330125
58 H -1.012826 6.529731 2.802879
59 H -0.479918 -3.768724 -5.962075
60 H -2.989179 3.549417 -0.146823
61 H 3.397103 -3.499579 0.979708
62 H 4.968063 -4.479654 2.641545
63 H 1.350503 -1.684357 4.473682
64 H -5.421164 3.555978 0.329057
65 H -5.183133 -3.634942 -6.197024
66 H -2.037921 -2.582660 -1.431075
67 H 0.217546 2.321367 3.456045
68 H 2.717333 5.294240 1.111168
69 H -4.848187 0.390681 3.147716
70 H -6.350394 1.969958 1.984037
71 H -3.499539 -3.274067 -5.715587
72 H 4.721884 0.407327 2.007020
73 H 0.505407 -1.838281 -4.793606

Force components x, y, z for each atom (eV/Å):
Cr 1.60 1.42 -0.36
S -0.05 0.00 0.37
P 0.04 0.23 0.35
O 1.02 -0.24 -0.56
O -0.86 -0.20 0.96
O 0.55 -0.51 0.06
O 0.35 -0.47 0.24
O 0.19 0.19 0.24
O 0.99 1.02 0.11
C 0.06 -0.21 -0.05
C -0.29 0.05 0.07
C 0.36 0.63 -1.25
C -0.84 -1.07 -0.64
C -0.02 -0.14 -0.13
C -0.08 -0.18 -0.04
C 0.01 -0.12 0.17
C -0.05 0.29 0.24
C 0.01 -0.03 -0.09
C 0.08 0.00 0.00
C 0.26 -0.05 0.13
C -0.15 -0.53 -0.31
C -0.07 -0.17 -0.11
C -0.11 0.18 -0.03
C -0.06 -0.03 -0.02
C 0.07 -0.24 -0.13
C 0.27 0.26 -0.03
C -0.40 0.16 0.13
C -0.31 -0.34 -0.29
C 0.18 -0.04 0.14
C -0.41 -0.69 -0.29
C -0.18 0.22 -0.05
C -0.44 0.04 0.07
C 0.19 -0.01 -0.06
C -0.08 0.00 0.01
C -0.44 -0.10 -0.73
C 0.28 -0.08 0.04
C -0.19 0.07 -0.06
C 0.14 -0.13 0.15
C 0.22 0.28 0.10
C -1.47 0.48 1.01
C -0.25 0.51 0.26
C 0.03 0.09 0.14
C 0.08 0.12 -0.01
C -0.31 -0.01 -0.16
C 0.01 0.09 0.08
C 0.07 -0.46 -0.11
H -0.01 -0.23 0.25
H 0.02 0.03 0.10
H 0.00 0.00 -0.02
H -0.03 -0.03 0.07
H 0.02 -0.06 0.07
H -0.01 -0.03 -0.02
H 0.03 -0.04 0.03
H -0.02 -0.08 -0.07
H 0.03 -0.07 0.04
H 0.05 0.02 0.04
H 0.02 -0.07 0.10
H -0.09 0.03 0.03
H 0.05 0.02 -0.02
H -0.06 0.05 -0.09
H -0.03 -0.01 -0.04
H 0.01 -0.09 0.01
H 0.02 -0.01 0.10
H -0.01 0.01 -0.02
H -0.01 -0.01 -0.04
H 0.02 0.06 0.04
H 0.02 0.06 0.01
H 0.11 0.02 -0.05
H -0.01 -0.04 0.02
H -0.05 0.00 0.03
H -0.10 0.00 -0.12
H -0.07 0.08 -0.02
H 0.06 0.10 0.07


2.
C24H16AuClN5O6 | ωB97M-V with the def2-TZVPD basis set

- Charge: +1
- Gap between HOMO and LUMO: 5.8 eV
- Relative energy (zero: lowest compared OMol25 entry of this formula, charge and spin): 4.6 kcal per mole
- Lowest unoccupied orbital energy: -0.1790 hartree
- Highest occupied orbital energy: -10.64 eV

Geometry (Å):
1 Au 1.736782 2.296694 -1.822833
2 Cl 7.287008 -0.493256 1.851237
3 O 3.216706 1.066262 -2.057422
4 O 2.512545 3.103061 -0.180178
5 O -3.214980 3.295901 -4.704420
6 O 0.929933 1.579501 -3.476685
7 O -3.930454 4.893110 -3.336445
8 O -0.859536 1.751414 -4.792220
9 N -1.928363 -3.676980 1.321578
10 N 0.378552 0.597586 -0.460328
11 N -2.577570 -2.037221 2.687876
12 N -0.428967 4.455622 -1.204414
13 N 0.140322 3.501780 -1.945759
14 C -0.360317 0.898260 0.616051
15 C 3.453662 2.560948 0.465566
16 C -1.839958 3.995753 -2.839910
17 C 5.243028 1.052405 1.037290
18 C -4.015234 -3.480781 4.167530
19 C -3.094335 4.099939 -3.661243
20 C -1.864877 -2.346071 1.641870
21 C -0.228020 2.108316 -3.829070
22 C -4.444833 -4.775144 4.347980
23 C -2.761038 -4.268387 2.249197
24 C 4.078233 0.763521 -1.112711
25 C 4.932470 -0.320518 -1.374304
26 C -3.189923 -5.583109 2.425228
27 C -1.079764 -1.359063 0.893815
28 C -1.094966 -0.031057 1.317484
29 C -3.155612 -3.226832 3.095739
30 C -0.318079 -1.675529 -0.225124
31 C -1.620565 4.787621 -1.727050
32 C 5.891968 -0.687431 -0.468754
33 C -4.035970 -5.812785 3.486994
34 C -0.695704 3.199166 -2.928364
35 C 6.055771 0.004271 0.750190
36 C 0.389275 -0.674072 -0.865335
37 C 4.237387 1.456037 0.112782
38 H -0.354637 1.938436 0.926388
39 H -1.682906 0.242786 2.182135
40 H 0.057970 4.863361 -0.421033
41 H -5.111782 -5.007765 5.167131
42 H 5.358762 1.592653 1.968373
43 H -2.878298 -6.383531 1.767381
44 H 4.809319 -0.846482 -2.311025
45 H 3.678213 3.044322 1.418428
46 H -1.474860 -4.141214 0.556036
47 H -4.325409 -2.678493 4.823246
48 H -2.428321 2.721053 -4.843492
49 H -0.265707 -2.683419 -0.614282
50 H -2.250801 5.554632 -1.306827
51 H 0.982282 -0.891057 -1.747217
52 H -4.397353 -6.816792 3.665102
53 H 6.538949 -1.527419 -0.686184

Force components x, y, z for each atom (eV/Å):
Au 0.10 0.46 -0.32
Cl -0.03 -0.01 -0.03
O 0.31 -0.46 0.08
O -0.13 0.13 0.35
O 0.20 -0.09 -0.02
O -0.08 -0.03 -0.16
O -0.03 0.00 -0.01
O -0.07 0.08 0.10
N -0.01 -0.01 0.00
N -0.17 -0.26 0.26
N -0.05 -0.07 0.06
N -0.04 0.03 -0.08
N -0.08 0.12 0.16
C 0.07 -0.06 -0.07
C 0.17 0.05 0.07
C 0.00 0.02 -0.01
C 0.00 0.04 0.05
C 0.00 0.04 0.00
C 0.05 -0.03 0.04
C 0.05 0.03 -0.06
C 0.05 -0.17 -0.19
C 0.00 -0.05 -0.01
C 0.03 -0.05 -0.03
C -0.10 0.08 -0.26
C 0.11 -0.08 -0.04
C 0.04 0.05 -0.04
C -0.04 -0.06 0.03
C -0.04 0.03 0.04
C 0.00 0.09 0.02
C 0.01 -0.05 -0.03
C -0.01 0.01 0.03
C -0.04 -0.02 -0.05
C -0.04 0.01 0.05
C -0.03 0.02 -0.01
C 0.03 -0.03 0.00
C -0.03 0.10 0.01
C -0.17 0.00 0.08
H 0.00 0.00 0.02
H 0.01 0.01 -0.01
H 0.01 0.00 0.01
H 0.00 0.00 -0.01
H -0.02 0.00 -0.01
H 0.00 0.01 0.00
H 0.03 0.00 0.02
H -0.01 0.08 -0.05
H 0.00 0.00 -0.01
H 0.00 -0.01 0.00
H -0.10 0.04 0.01
H 0.01 0.01 -0.01
H 0.03 0.00 0.02
H 0.01 -0.01 0.01
H 0.00 0.01 0.01
H 0.01 0.01 0.01


3.
C10H16O | ωB97M-V with the def2-TZVPD basis set

- Gap between HOMO and LUMO: 9.4 eV
- Relative energy (zero: lowest compared OMol25 entry of this formula, charge and spin): 49.3 kcal per mole
- Lowest unoccupied orbital energy: 0.0286 hartree
- Highest occupied orbital energy: -8.66 eV
- Structure (SMILES): Cc1ccc(O)cc1.CCC

Geometry (Å):
1 O 0.402755 3.318394 -1.644841
2 C 1.221979 -0.175279 -0.938896
3 C 1.063767 1.184124 -0.704042
4 C 0.680169 -2.268916 -2.157364
5 C 0.434738 -0.773605 -1.902684
6 C -1.738195 -0.482591 2.093492
7 C -0.242394 -0.332257 2.191713
8 C -0.456204 -0.026285 -2.657940
9 C 0.153682 1.957806 -1.472975
10 C 0.228824 0.055915 3.604094
11 C -0.463258 1.361231 -2.575770
12 H 0.033312 0.307087 1.342355
13 H 0.437878 -2.487702 -3.198724
14 H 0.383843 -0.859577 4.183183
15 H 2.038481 -0.801638 -0.584823
16 H -2.210183 0.485625 2.214408
17 H 0.057359 -2.853665 -1.476954
18 H 1.684143 1.665121 0.054551
19 H 1.163218 0.560751 3.366853
20 H -2.312803 -1.217222 2.609099
21 H 1.678447 -2.675775 -1.976783
22 H -1.149867 -0.568389 -3.309792
23 H 0.337331 -1.168876 1.767208
24 H -0.446177 0.710764 4.134466
25 H -2.123511 -0.601264 1.072893
26 H 0.194589 3.715921 -0.779364
27 H -1.051923 1.970301 -3.253360

Force components x, y, z for each atom (eV/Å):
O -0.99 0.27 1.82
C -0.06 0.61 -0.63
C -0.25 0.33 0.41
C -0.84 0.28 -0.11
C 0.71 -1.40 -0.18
C -1.05 0.74 -1.98
C -0.28 -0.57 -0.79
C -0.30 -0.45 -0.27
C 2.53 -0.83 -2.19
C 0.67 -0.48 -1.60
C -1.04 -0.37 1.38
H -0.15 1.00 0.96
H -0.17 -0.26 0.15
H 0.14 0.32 0.08
H -0.17 0.52 0.69
H -0.03 0.41 1.00
H -0.30 -0.10 -0.26
H -0.11 0.10 -0.32
H 0.35 0.09 0.97
H 0.16 -0.63 1.10
H 0.20 0.74 0.02
H 0.49 0.37 -0.20
H -0.41 -0.61 0.87
H -0.20 0.24 -0.03
H 0.71 -0.55 -0.41
H 0.31 0.29 -0.56
H 0.10 -0.04 0.06